Entry 1:
This record from the OMol25 dataset describes a 2-piece molecular cluster, C5H7N4 overall. The level of theory is the ωB97M-V functional and the def2-TZVPD basis.

Atoms and positions in Å:
1 N -0.30752 2.61687 -0.42230
2 N -0.89386 -0.55348 -3.60072
3 N -1.45489 -0.12366 -2.66283
4 N -0.37856 -0.92075 -4.54909
5 C -0.24789 1.62391 0.16793
6 C -0.25358 -0.77723 0.04014
7 C 1.19812 -0.27320 0.03713
8 C 0.09877 0.34897 0.87488
9 C -0.00078 0.33828 2.43411
10 H 1.82351 -0.94601 0.60636
11 H -0.14234 1.24366 2.93419
12 H -0.65115 -0.52019 -0.96355
13 H -0.90555 -0.34016 2.57712
14 H -0.50422 -1.71056 0.45384
15 H 0.87983 -0.32522 2.88675
16 H 1.74011 0.31878 -0.81397

Atomic forces in eV per Å
N -0.229 -0.653 0.601
N -1.163 1.069 1.383
N -0.227 0.017 0.539
N 1.376 -1.120 -2.131
C 0.413 0.356 0.653
C 0.853 0.617 -2.952
C 0.934 -0.285 -0.030
C 0.189 3.140 0.277
C 0.489 -4.868 -1.213
H 0.494 0.234 0.094
H 0.057 1.455 0.519
H -0.805 -0.377 0.646
H 0.872 1.080 0.383
H -0.012 -1.053 0.557
H -1.640 1.750 -0.907
H -1.602 -1.362 1.579

Values from the calculation:
Energy relative to the best compared isomer or geometry (same formula, charge and spin) in kcal per mole: 51.8
E_LUMO in eV: 3.253
Molecular weight in g mol⁻¹: 123.14
Total energy in a.u.: -413.659072
Total charge: -1
Spin multiplicity: 1
Kohn-Sham gap in Eh: 0.2215

Entry 2:
This record from the OMol25 dataset describes a single C4H8N2O molecule. The level of theory is the ωB97M-V functional and the def2-TZVPD basis.

Atoms and positions in Å:
1 O -0.34689 0.43321 -1.01358
2 N -2.44257 0.43422 -0.12295
3 N 1.98182 -0.69900 -0.70047
4 C -0.71114 -1.02071 0.75850
5 C 1.44997 1.31278 0.50789
6 C -1.20303 -0.11419 -0.18426
7 C 1.13636 0.21781 -0.18978
8 H -1.28099 -1.20175 1.66466
9 H 1.58215 -1.56048 -1.03989
10 H -0.21757 -1.91461 0.39524
11 H -3.17513 -0.09812 0.31877
12 H 0.70252 2.05348 0.75181
13 H 2.76434 -0.33641 -1.22782
14 H 2.44218 1.39999 0.93179
15 H -2.68201 1.09378 -0.84990

Atomic forces in eV per Å
O 2.553 -0.442 0.497
N 0.040 0.341 -0.527
N -0.075 -0.749 -0.343
C -1.529 -0.333 -0.506
C -0.327 -0.607 -0.256
C 0.511 -1.204 2.631
C -1.372 2.773 -1.259
H -0.257 -0.037 -0.167
H 0.150 0.085 0.070
H 0.594 0.332 -0.017
H 0.138 0.072 -0.290
H 0.127 0.080 -0.279
H -0.302 -0.111 -0.075
H -0.159 -0.205 0.219
H -0.093 0.003 0.303

Values from the calculation:
Energy relative to the best compared isomer or geometry (same formula, charge and spin) in kcal per mole: 96.3
E_LUMO in eV: 0.868
Molecular weight in g mol⁻¹: 100.12
Total energy in a.u.: -341.850170
Total charge: 0
Spin multiplicity: 1
SMILES string: C=C(N)OC(=C)N
Kohn-Sham gap in Eh: 0.2856

Entry 3:
This record from the OMol25 dataset describes C39H48BrIN5NaO2 as an isolated structure. The level of theory is the ωB97M-V functional and the def2-TZVPD basis.

Atoms and positions in Å:
1 I 3.08366 -1.72410 -2.02066
2 Br 3.26016 -3.94780 -4.68716
3 Na -1.16614 0.33080 -0.37256
4 O -1.24884 -1.80320 0.05214
5 O 2.68516 -0.06940 1.35894
6 N 0.49586 -2.74520 1.20794
7 N -0.23324 1.67540 -2.07356
8 N 0.64496 -0.62380 0.50834
9 N -2.33574 -0.25950 -2.21786
10 N -2.83144 2.34030 -2.03846
11 C -0.12594 -1.72880 0.55284
12 C 0.92876 -3.34430 5.38364
13 C -0.52754 2.86010 -2.86076
14 C -1.87544 0.72220 2.49134
15 C -0.29814 3.99460 1.42944
16 C 1.71846 -2.28920 1.82004
17 C 1.93326 -1.17540 5.45954
18 C -3.72144 0.08150 -2.43066
19 C -2.63794 3.09790 1.23604
20 C 3.86186 -1.71280 -6.33836
21 C -1.52274 -0.53950 3.22774
22 C 3.57806 -2.11160 -5.04036
23 C -4.08164 -0.33670 2.01794
24 C -3.14364 0.83510 1.91274
25 C 0.34976 1.73780 3.11014
26 C 4.18806 -2.65490 1.88944
27 C 5.29026 -4.25070 0.47334
28 C 4.05766 0.56040 -5.59836
29 C -1.45044 -0.04560 -3.33996
30 C 5.34536 -3.26590 1.44724
31 C 3.51156 -1.17430 -4.01586
32 C -1.32934 2.93020 1.69054
33 C 1.76246 -0.84660 1.20324
34 C -2.03354 3.26490 -2.80626
35 C 4.10836 -0.37850 -6.61436
36 C 2.90006 -4.03690 0.41694
37 C -0.97154 1.78080 2.39874
38 C 2.95306 -3.03190 1.37584
39 C -0.09874 0.45660 -2.84656
40 C 1.61806 -2.27120 3.33644
41 C -4.93314 2.16200 0.75194
42 C -3.86294 1.59030 -2.71766
43 C 3.74556 0.16120 -4.31296
44 C 2.07386 -1.19010 4.08154
45 C -3.53764 2.03180 1.30914
46 C 1.05646 -3.35520 4.00524
47 C 4.06466 -4.63290 -0.03926
48 C 1.36316 -2.25250 6.11674
49 C -3.08124 4.46250 0.76684
50 H -4.12194 4.63720 1.02634
51 H 4.24296 -1.86210 2.61644
52 H 0.67806 2.74000 3.36514
53 H 0.27726 1.17080 4.03374
54 H -5.03134 3.01650 0.09004
55 H 0.48426 -4.19070 5.88904
56 H 0.71116 -4.21550 3.44914
57 H -2.49094 5.23140 1.25624
58 H 1.10846 1.27640 2.48294
59 H 0.01566 -3.58720 1.47094
60 H 3.87836 -2.44780 -7.12886
61 H 4.00356 -5.38200 -0.81686
62 H 4.33096 -0.07120 -7.62406
63 H 2.52036 -0.34570 3.57724
64 H -3.75344 -1.12570 1.34064
65 H -4.25274 -0.16710 -1.51186
66 H -2.41514 3.33420 -3.83116
67 H 0.33486 -0.30110 -2.19536
68 H -2.02874 -0.57840 4.19504
69 H 0.05826 3.70030 -2.48126
70 H 2.26236 -0.31130 6.02064
71 H -0.24114 2.70640 -3.91266
72 H -0.51284 4.51350 0.49884
73 H -4.07174 -0.73860 3.02894
74 H 4.25126 1.60190 -5.80826
75 H -0.26174 4.73340 2.23244
76 H 0.56456 0.60020 -3.71966
77 H -4.18654 -0.47750 -3.26206
78 H -2.97154 4.60050 -0.30896
79 H 0.62906 1.81530 -1.56466
80 H 1.95026 -4.34770 0.00754
81 H -1.28794 -0.95700 -3.93596
82 H -2.25834 -1.21390 -1.89156
83 H -3.78814 1.75660 -3.79696
84 H -1.88334 0.71160 -3.98866
85 H -5.10664 -0.07610 1.77914
86 H 6.20266 -4.70160 0.10834
87 H -5.18984 1.27590 0.17694
88 H 1.25036 -2.24010 7.19254
89 H -4.87664 1.90430 -2.42816
90 H -3.17164 2.74790 -1.18516
91 H -5.66184 2.27560 1.55644
92 H 6.29696 -2.95820 1.85264
93 H -2.10094 4.27360 -2.38376
94 H 3.68186 0.88740 -3.52006
95 H -0.45614 -0.62000 3.39964
96 H 0.68236 3.53650 1.33864
97 H -1.82444 -1.40900 2.65024

Atomic forces in eV per Å
I 0.226 0.299 -0.550
Br 0.051 0.058 -0.236
Na -0.518 1.231 0.378
O -0.703 -0.666 -0.077
O 0.368 0.029 0.112
N 0.168 -0.568 0.148
N 0.797 0.386 0.125
N 0.042 0.593 -0.241
N -0.366 -0.826 -0.163
N -0.607 0.545 -0.045
C 0.222 -0.474 0.121
C -0.045 -0.133 -0.006
C -0.224 0.124 -0.070
C -0.065 0.045 0.030
C -0.073 -0.062 0.041
C 0.033 0.150 -0.040
C 0.012 -0.033 0.133
C -0.206 0.134 -0.234
C -0.016 -0.058 0.111
C -0.022 -0.063 -0.033
C 0.080 0.052 -0.076
C -0.108 -0.072 0.206
C 0.017 0.089 -0.018
C -0.025 0.071 0.049
C -0.049 -0.061 -0.090
C 0.093 -0.009 -0.015
C 0.070 -0.062 -0.090
C -0.045 -0.022 -0.072
C 0.376 0.037 -0.148
C 0.015 0.053 0.005
C -0.120 -0.241 0.392
C -0.061 -0.013 0.018
C 0.151 -0.001 0.284
C 0.158 0.010 -0.029
C -0.021 -0.044 -0.006
C -0.072 0.034 0.147
C -0.140 0.104 0.041
C 0.078 -0.274 -0.234
C -0.052 -0.159 -0.499
C 0.016 0.160 0.202
C 0.139 -0.001 0.026
C -0.135 -0.290 -0.033
C -0.014 0.029 0.192
C -0.010 0.035 -0.039
C 0.011 0.027 0.003
C 0.040 0.125 -0.044
C 0.063 -0.153 -0.033
C -0.030 0.092 0.083
C 0.024 -0.128 0.044
H -0.046 0.060 -0.034
H 0.013 0.082 0.113
H 0.090 0.080 0.060
H 0.024 -0.034 0.059
H -0.046 0.080 -0.056
H -0.015 -0.050 0.006
H -0.021 -0.108 -0.033
H 0.008 0.106 -0.020
H 0.225 -0.009 -0.014
H -0.126 0.078 -0.027
H 0.046 -0.063 -0.023
H 0.034 -0.068 -0.003
H 0.038 -0.011 -0.120
H 0.023 0.008 -0.036
H -0.048 -0.197 -0.017
H -0.116 -0.078 0.035
H -0.031 0.028 0.085
H 0.219 -0.103 -0.046
H -0.009 -0.068 0.057
H 0.088 -0.111 -0.031
H 0.055 0.026 0.025
H 0.081 0.047 0.120
H 0.024 0.099 -0.055
H -0.029 -0.099 0.030
H -0.002 0.074 0.006
H 0.086 0.093 0.014
H -0.005 -0.165 0.165
H -0.047 0.023 0.163
H -0.022 0.118 -0.148
H 0.143 0.029 0.016
H -0.091 0.057 -0.049
H -0.102 0.197 -0.023
H -0.017 -0.126 0.043
H 0.021 0.062 0.094
H -0.053 0.008 -0.238
H -0.061 -0.010 -0.026
H 0.019 -0.056 -0.010
H -0.149 -0.046 -0.039
H 0.004 -0.003 0.023
H 0.125 -0.011 -0.071
H 0.050 -0.017 0.055
H -0.127 -0.022 -0.042
H 0.114 0.036 0.035
H -0.030 -0.058 -0.028
H 0.036 0.129 0.136
H 0.040 -0.036 0.068
H 0.133 0.082 -0.008
H -0.069 -0.145 0.020

Values from the calculation:
Energy relative to the best compared isomer or geometry (same formula, charge and spin) in kcal per mole: 14.7
E_LUMO in eV: 0.211
Molecular weight in g mol⁻¹: 848.64
Total energy in a.u.: -4973.308041
Total charge: 0
Spin multiplicity: 1
Kohn-Sham gap in Eh: 0.3144

Entry 4:
This record from the OMol25 dataset describes a 2-piece molecular cluster, CH6BN overall. The level of theory is the ωB97M-V functional and the def2-TZVPD basis.

Atoms and positions in Å:
1 N -1.35402 -0.35137 0.28189
2 C 1.29456 -0.21586 0.10537
3 B -0.12554 0.16187 -0.21309
4 H -1.40809 -1.27220 0.81148
5 H 1.44388 -1.31879 -0.30285
6 H -1.06583 2.81946 -1.38063
7 H -2.27878 -0.18816 -0.09769
8 H 2.10120 0.32483 -0.30896
9 H 1.39262 0.04020 1.10447

Atomic forces in eV per Å
N 0.778 -1.659 0.170
C 0.227 -2.525 -2.515
B -2.870 0.636 -0.228
H 0.465 1.554 -0.722
H -0.156 1.828 1.626
H 0.207 -0.543 0.206
H 0.463 0.540 -0.050
H 0.563 0.824 -1.098
H 0.322 -0.654 2.612

Values from the calculation:
Energy relative to the best compared isomer or geometry (same formula, charge and spin) in kcal per mole: 120.5
E_LUMO (spin up / spin down) in eV: -0.031 / 0.220
Molecular weight in g mol⁻¹: 42.88
Total energy in a.u.: -121.152403
Total charge: 0
Spin multiplicity: 1
Kohn-Sham gap (spin up / spin down) in Eh: 0.2517 / 0.3679

Entry 5:
This record from the OMol25 dataset describes a 2-piece molecular cluster, C3H9NO2 overall. The level of theory is the ωB97M-V functional and the def2-TZVPD basis.

Atoms and positions in Å:
1 O -2.69938 -0.24604 -0.97982
2 O 0.67808 -0.14962 1.92057
3 N -0.99617 -1.51709 -0.12023
4 C -1.48701 -0.44442 -0.85746
5 C -0.60254 0.39415 -1.72724
6 C 1.56458 0.83437 1.37012
7 H 0.37872 -0.02703 -1.91954
8 H -0.93752 0.57069 -2.71473
9 H 1.11951 -0.96073 1.87640
10 H 1.02128 1.86076 1.45891
11 H 2.47524 0.91070 1.93851
12 H -1.66941 -2.06400 0.52304
13 H -0.41711 1.48151 -1.27907
14 H 1.67388 0.68034 0.29227
15 H -0.10215 -1.32359 0.21825

Atomic forces in eV per Å
O 1.121 -0.349 0.613
O -0.574 2.115 -0.043
N -2.358 -0.243 -0.135
C -3.045 -0.697 -0.722
C 2.466 2.232 1.686
C -2.187 1.876 -0.021
H 0.413 -0.206 0.478
H -1.283 -0.039 -0.727
H 1.077 -1.957 0.158
H 0.889 -1.804 -0.001
H 0.552 -0.104 -0.076
H 1.518 1.742 -1.577
H -0.509 -2.356 -0.662
H 0.518 -0.074 0.163
H 1.401 -0.136 0.866

Values from the calculation:
Energy relative to the best compared isomer or geometry (same formula, charge and spin) in kcal per mole: 38.7
E_LUMO in eV: 0.616
Molecular weight in g mol⁻¹: 91.11
Total energy in a.u.: -324.910930
Total charge: 0
Spin multiplicity: 1
SMILES string: CC(N)=O.CO
Kohn-Sham gap in Eh: 0.3722

Entry 6:
This record from the OMol25 dataset describes C11H7CaN2O6 as an isolated structure. The level of theory is the ωB97M-V functional and the def2-TZVPD basis.

Atoms and positions in Å:
1 Ca -1.40133 -0.60259 -1.19810
2 O -3.57464 -3.24604 0.13511
3 O -4.55791 0.87598 -0.78977
4 O 0.77009 -4.11402 -3.84305
5 O -4.78381 -0.98272 -3.18470
6 O -2.03525 1.20075 -4.30854
7 O 4.12612 0.40511 3.36922
8 N 0.27152 -0.02170 0.19726
9 N 3.55307 2.59267 3.13613
10 C -3.86743 0.04911 -1.28747
11 C 2.26428 0.89395 1.94881
12 C 3.38076 1.26789 2.87191
13 C -3.80701 -0.87621 -2.45505
14 C -2.80458 -2.53857 -0.35029
15 C 0.39733 1.31245 0.47674
16 C 1.39087 1.80575 1.33073
17 C 0.00237 -3.38512 -3.40765
18 C 1.09397 -0.91603 0.83397
19 C -1.76351 0.43473 -3.49899
20 C 2.09698 -0.48389 1.69165
21 H 1.44902 2.88648 1.49219
22 H 4.30417 2.83921 3.77353
23 H 2.95622 3.32435 2.78922
24 H -2.80342 -1.49658 -2.54368
25 H 2.75154 -1.22832 2.16439
26 H 0.92579 -1.98485 0.65342
27 H -0.33520 1.98819 0.00302

Atomic forces in eV per Å
Ca -0.788 -0.170 -0.534
O 2.443 2.306 -1.705
O -0.418 -0.200 -0.462
O -2.079 1.890 1.090
O 0.762 -0.687 -0.323
O 0.545 -2.164 1.977
O -1.676 1.393 -1.178
N 1.037 0.573 1.426
N 0.030 -0.433 0.007
C 2.003 -0.603 0.252
C -0.733 -0.702 -0.760
C 1.986 -0.436 1.520
C -0.702 0.723 0.502
C -2.463 -2.721 2.118
C 0.457 -0.939 0.128
C -0.205 -0.366 -0.114
C 2.028 -1.753 -0.966
C -0.178 1.302 -0.172
C -0.172 2.656 -2.314
C -0.054 -0.087 0.016
H -0.046 -0.500 -0.063
H -0.283 -0.086 -0.239
H 0.129 -0.130 0.084
H -1.971 0.380 -0.342
H -0.243 0.587 -0.113
H 0.093 0.485 -0.049
H 0.499 -0.320 0.213

Values from the calculation:
Energy relative to the best compared isomer or geometry (same formula, charge and spin) in kcal per mole: 14.2
E_LUMO (spin up / spin down) in eV: -4.474 / -4.501
Molecular weight in g mol⁻¹: 303.26
Total energy in a.u.: -1661.625876
Total charge: +1
Spin multiplicity: 1
Kohn-Sham gap (spin up / spin down) in Eh: 0.2119 / 0.2322